Entry 1:
Computed, not measured: C38H33Br2CuN3O2S4Te as an isolated structure in a non-equilibrium geometry, with the ωB97M-V functional and the def2-TZVPD basis.

Gap between HOMO and LUMO (alpha / beta) (eV): 4.44 / 4.49
2S+1: 2
Net charge: -2
Highest occupied orbital energy (alpha / beta) (eV): -1.048 / -1.097

CARTESIAN COORDINATES (ANGSTROEM)
Cu -0.052 -0.165 0.008
Br 6.254 2.505 0.084
C 4.476 1.809 0.083
C 3.602 2.183 1.088
C 2.329 1.638 1.024
N 1.925 0.806 0.079
C 2.768 0.475 -0.911
C 4.082 0.963 -0.921
C 2.233 -0.381 -1.965
C 2.998 -0.811 -3.058
C 2.394 -1.615 -3.989
Br 3.411 -2.207 -5.499
C 1.072 -2.000 -3.861
C 0.401 -1.524 -2.744
N 0.954 -0.739 -1.841
H 3.890 2.860 1.878
H 1.591 1.883 1.776
H 4.762 0.684 -1.711
H 4.030 -0.515 -3.167
H 0.590 -2.637 -4.586
H -0.635 -1.792 -2.557
O -6.209 2.215 -1.565
C -5.104 1.765 -1.331
S -3.635 2.731 -1.268
C -2.500 1.429 -0.895
C -3.030 0.198 -0.746
S -2.138 -1.237 -0.352
S -4.771 0.067 -1.001
S -0.823 1.832 -0.750
C 0.271 3.422 8.975
C 0.145 2.670 7.674
C -0.272 1.346 7.641
C -0.383 0.648 6.440
C -0.851 -0.787 6.492
C -0.078 1.254 5.209
Te 0.040 -0.026 3.292
N 0.270 -1.382 1.387
C 0.714 -2.557 0.999
O 0.865 -2.978 -0.183
C 1.076 -3.570 2.086
C 1.774 -3.221 3.237
C 2.141 -4.190 4.163
C 1.814 -5.522 3.951
C 1.127 -5.880 2.798
C 0.771 -4.913 1.869
C -2.071 -0.357 3.326
C -2.577 -1.646 3.502
C -1.711 -2.863 3.685
C -3.957 -1.849 3.498
C -4.848 -0.808 3.335
C -6.337 -1.025 3.320
C -4.330 0.471 3.157
C -2.964 0.715 3.140
C -2.503 2.129 2.941
C 0.362 2.588 5.253
C 0.779 3.346 4.013
C 0.454 3.274 6.465
H -0.029 2.793 9.815
H -0.355 4.318 8.982
H 1.304 3.740 9.139
H -0.536 0.850 8.572
H -1.034 -1.098 7.524
H -0.106 -1.452 6.052
H -1.773 -0.909 5.921
H 2.027 -2.185 3.403
H 2.686 -3.899 5.054
H 2.105 -6.277 4.674
H 0.879 -6.922 2.620
H 0.254 -5.182 0.957
H -0.660 -2.600 3.763
H -1.824 -3.525 2.822
H -2.005 -3.417 4.581
H -4.328 -2.864 3.617
H -6.593 -2.059 3.556
H -6.734 -0.791 2.330
H -6.833 -0.370 4.039
H -5.017 1.299 3.010
H -3.351 2.783 2.732
H -1.820 2.184 2.091
H -1.987 2.493 3.832
H 0.333 2.922 3.116
H 1.868 3.319 3.896
H 0.482 4.395 4.080
H 0.770 4.316 6.461

Let us look at the Löwdin charges, expressed in e, one per atom: number 1, Cu, carries -0.038; number 2, Br, carries 0.701; number 3, C, carries -0.663; number 4, C, carries -0.083; number 5, C, carries -0.121; number 6, N, carries 0.075; number 7, C, carries -0.163; number 8, C, carries -0.056; number 9, C, carries -0.181; number 10, C, carries -0.060; number 11, C, carries -0.660; number 12, Br, carries 0.684; number 13, C, carries -0.080; number 14, C, carries -0.101; number 15, N, carries 0.084; number 16, H, carries 0.099; number 17, H, carries 0.036; number 18, H, carries 0.093; number 19, H, carries 0.090; number 20, H, carries 0.100; number 21, H, carries 0.081; number 22, O, carries -0.134; number 23, C, carries -1.076; number 24, S, carries 0.898; number 25, C, carries -1.167; number 26, C, carries -1.144; number 27, S, carries 0.608; number 28, S, carries 0.907; number 29, S, carries 0.531; number 30, C, carries -0.076; number 31, C, carries -0.300; number 32, C, carries -0.043; number 33, C, carries -0.303; number 34, C, carries -0.081; number 35, C, carries -0.323; number 36, Te, carries 1.510; number 37, N, carries -0.280; number 38, C, carries -0.652; number 39, O, carries -0.085; number 40, C, carries -0.168; number 41, C, carries -0.083; number 42, C, carries -0.106; number 43, C, carries -0.131; number 44, C, carries -0.110; number 45, C, carries -0.045; number 46, C, carries -0.357; number 47, C, carries -0.315; number 48, C, carries -0.078; number 49, C, carries -0.029; number 50, C, carries -0.280; number 51, C, carries -0.062; number 52, C, carries -0.025; number 53, C, carries -0.281; number 54, C, carries -0.067; number 55, C, carries -0.320; number 56, C, carries -0.093; number 57, C, carries -0.049; number 58, H, carries 0.062; number 59, H, carries 0.069; number 60, H, carries 0.068; number 61, H, carries 0.099; number 62, H, carries 0.065; number 63, H, carries 0.059; number 64, H, carries 0.067; number 65, H, carries 0.055; number 66, H, carries 0.090; number 67, H, carries 0.082; number 68, H, carries 0.086; number 69, H, carries 0.109; number 70, H, carries 0.000; number 71, H, carries 0.090; number 72, H, carries 0.082; number 73, H, carries 0.112; number 74, H, carries 0.065; number 75, H, carries 0.074; number 76, H, carries 0.070; number 77, H, carries 0.114; number 78, H, carries 0.076; number 79, H, carries 0.042; number 80, H, carries 0.062; number 81, H, carries 0.019; number 82, H, carries 0.073; number 83, H, carries 0.074; number 84, H, carries 0.107

---

Entry 2:
Computed, not measured: C38H33Br36F3N2O3 as an isolated structure in a non-equilibrium geometry, with the ωB97M-V functional and the def2-TZVPD basis.

Gap between HOMO and LUMO (eV): 7.82
Net charge: 0
Highest occupied orbital energy (eV): -8.654

CARTESIAN COORDINATES (ANGSTROEM)
N 2.709 -2.207 -0.246
C 2.258 -1.511 0.876
C 2.658 -1.995 2.134
C 2.284 -1.318 3.276
C 1.490 -0.161 3.103
C 1.050 0.291 1.873
C 1.444 -0.395 0.741
C 0.959 0.143 -0.561
O 1.308 -0.366 -1.575
C -0.007 1.317 -0.646
C -0.493 1.681 -1.874
C -1.386 2.698 -2.024
C -1.991 3.145 -3.343
C -1.844 2.120 -4.488
C -2.836 2.475 -5.608
F -3.217 3.750 -5.603
F -2.273 2.195 -6.792
F -3.943 1.725 -5.542
C -1.792 3.372 -0.885
C -1.339 3.043 0.358
C -1.904 3.833 1.529
C -2.869 3.045 2.454
C -3.679 1.963 1.711
O -3.190 0.926 1.461
N -5.030 2.362 1.436
C -5.835 1.395 0.769
C -6.081 0.134 1.205
C -6.905 -0.741 0.534
C -7.530 -0.324 -0.617
C -7.279 0.948 -1.080
C -6.454 1.797 -0.403
C -0.420 1.993 0.505
C 0.132 1.536 1.814
O -0.051 2.081 2.859
H 1.917 -2.495 -0.813
H 3.141 -3.066 0.073
H 3.258 -2.898 2.241
H 2.591 -1.655 4.261
H 1.195 0.387 3.995
H -0.184 1.125 -2.758
H -1.614 4.141 -3.610
H -3.068 3.283 -3.150
H -2.116 1.138 -4.089
H -0.847 2.152 -4.937
H -2.526 4.171 -0.989
H -2.374 4.750 1.146
H -1.039 4.169 2.121
H -2.395 2.645 3.352
H -3.601 3.779 2.832
H -4.931 3.130 0.772
H -5.623 -0.229 2.120
H -7.054 -1.748 0.915
H -8.208 -0.994 -1.140
H -7.803 1.245 -1.988
H -6.313 2.797 -0.817
C 6.422 0.612 3.435
Br 6.984 1.321 5.142
Br 7.573 -0.864 2.890
Br 4.524 0.211 3.444
H 6.553 1.401 2.704
C 4.098 -8.199 -0.239
Br 5.467 -6.873 0.042
Br 4.769 -9.987 0.003
Br 2.578 -7.836 0.881
H 3.774 -8.118 -1.268
C -3.145 1.808 6.581
Br -2.535 2.950 8.011
Br -4.447 2.692 5.477
Br -1.678 1.142 5.519
H -3.628 0.956 7.040
C 9.548 -4.286 1.156
Br 7.952 -5.194 0.582
Br 11.109 -5.293 0.644
Br 9.706 -2.446 0.582
H 9.521 -4.271 2.238
C 4.282 4.056 1.785
Br 5.476 4.728 3.145
Br 5.117 2.741 0.664
Br 2.644 3.397 2.572
H 4.035 4.888 1.140
C 8.807 -7.679 -2.271
Br 10.531 -7.552 -3.126
Br 7.390 -7.953 -3.550
Br 8.789 -9.024 -0.890
H 8.621 -6.727 -1.790
C -1.254 -8.478 2.762
Br -1.564 -9.288 4.485
Br -2.870 -8.340 1.730
Br -0.370 -6.775 2.920
H -0.587 -9.133 2.219
C -3.792 7.435 -4.569
Br -5.464 8.374 -4.768
Br -2.285 8.637 -4.581
Br -3.794 6.307 -3.005
H -3.688 6.785 -5.428
C -8.213 4.794 -2.312
Br -9.107 6.159 -3.337
Br -6.986 3.775 -3.393
Br -7.351 5.525 -0.747
H -8.976 4.110 -1.963
C 11.022 1.180 3.787
Br 10.091 2.483 2.716
Br 12.369 0.249 2.768
Br 11.748 1.962 5.393
H 10.290 0.443 4.094
C 6.446 -11.101 -6.479
Br 6.082 -9.266 -6.949
Br 8.319 -11.386 -6.122
Br 5.339 -11.693 -5.015
H 6.189 -11.706 -7.337
C -12.463 6.386 -1.295
Br -11.694 4.862 -0.398
Br -13.417 5.868 -2.889
Br -13.564 7.431 -0.108
H -11.642 7.017 -1.608

These are the Löwdin partial charges, in e, on atoms 1 to 99: number 1, N, carries 0.113; number 2, C, carries -0.241; number 3, C, carries -0.069; number 4, C, carries -0.221; number 5, C, carries -0.099; number 6, C, carries -0.094; number 7, C, carries -0.041; number 8, C, carries -0.260; number 9, O, carries 0.122; number 10, C, carries -0.041; number 11, C, carries 0.029; number 12, C, carries -0.179; number 13, C, carries -0.146; number 14, C, carries -0.051; number 15, C, carries -0.644; number 16, F, carries 0.129; number 17, F, carries 0.130; number 18, F, carries 0.133; number 19, C, carries 0.011; number 20, C, carries -0.146; number 21, C, carries -0.105; number 22, C, carries -0.135; number 23, C, carries -0.455; number 24, O, carries 0.149; number 25, N, carries 0.130; number 26, C, carries -0.260; number 27, C, carries -0.039; number 28, C, carries -0.078; number 29, C, carries -0.098; number 30, C, carries -0.113; number 31, C, carries -0.061; number 32, C, carries -0.029; number 33, C, carries -0.313; number 34, O, carries -0.018; number 35, H, carries 0.099; number 36, H, carries 0.083; number 37, H, carries 0.122; number 38, H, carries 0.099; number 39, H, carries 0.105; number 40, H, carries 0.126; number 41, H, carries 0.112; number 42, H, carries 0.100; number 43, H, carries 0.137; number 44, H, carries 0.135; number 45, H, carries 0.107; number 46, H, carries 0.115; number 47, H, carries 0.118; number 48, H, carries 0.020; number 49, H, carries 0.082; number 50, H, carries 0.125; number 51, H, carries 0.122; number 52, H, carries 0.110; number 53, H, carries 0.106; number 54, H, carries 0.078; number 55, H, carries 0.027; number 56, C, carries -1.571; number 57, Br, carries 0.555; number 58, Br, carries 0.543; number 59, Br, carries 0.762; number 60, H, carries -0.098; number 61, C, carries -1.615; number 62, Br, carries 0.504; number 63, Br, carries 0.579; number 64, Br, carries 0.558; number 65, H, carries -0.024; number 66, C, carries -1.611; number 67, Br, carries 0.575; number 68, Br, carries 0.634; number 69, Br, carries 0.647; number 70, H, carries -0.030; number 71, C, carries -1.598; number 72, Br, carries 0.547; number 73, Br, carries 0.585; number 74, Br, carries 0.553; number 75, H, carries -0.027; number 76, C, carries -1.590; number 77, Br, carries 0.580; number 78, Br, carries 0.613; number 79, Br, carries 0.695; number 80, H, carries -0.030; number 81, C, carries -1.641; number 82, Br, carries 0.571; number 83, Br, carries 0.543; number 84, Br, carries 0.548; number 85, H, carries -0.090; number 86, C, carries -1.651; number 87, Br, carries 0.572; number 88, Br, carries 0.575; number 89, Br, carries 0.544; number 90, H, carries -0.038; number 91, C, carries -1.625; number 92, Br, carries 0.576; number 93, Br, carries 0.580; number 94, Br, carries 0.584; number 95, H, carries -0.033; number 96, C, carries -1.606; number 97, Br, carries 0.589; number 98, Br, carries 0.617; number 99, Br, carries 0.580

---

Q: Which ΔE to the lowest compared entry with this formula, charge and spin values were calculated for the entries above? A: 13.4; 0.0, in kcal/mol.
Q: Which E values were calculated for the entries above? A: -10431.9780; -94767.0777, in hartree.